Record 1
{"formula": "C5H6ClIN2", "method": "wB97M-V/def2-TZVPD", "elements": ["I", "Cl", "N", "N", "C", "C", "C", "C", "C", "H", "H", "H", "H", "H", "H"], "positions_angstrom": [[2.30158, -1.62064, 2.33074], [0.23222, 2.16727, 2.23986], [1.18796, 1.00152, 1.29477], [-0.31096, -0.16761, -1.57911], [0.82299, -0.31398, 1.44906], [-1.29110, 0.29736, -0.77179], [-1.43349, -0.06052, 0.51871], [-0.40370, -0.79823, 1.23361], [0.93577, -0.13885, -1.44877], [1.47525, 0.49968, -0.76154], [-0.64475, -1.80168, 1.56135], [-2.10587, 0.76673, -1.30709], [2.16586, 1.18950, 1.49689], [1.52527, -0.72659, -2.14355], [-2.38882, 0.04871, 1.00990]], "charge": 0, "homo_ev": -8.32, "energy_ha": -1061.39984, "e_above_lowest_kcal_mol": 37.8, "largest_force_ev_per_a": 1.55, "gap_ev": 8.082, "lumo_ev": -0.23, "smiles": "C=N/C=C\\C=C(\\I)NCl"}

Record 2
{"formula": "C26H23ClMnN2OP", "method": "wB97M-V/def2-TZVPD", "elements": ["Mn", "Cl", "P", "O", "N", "N", "C", "C", "C", "C", "C", "C", "C", "C", "C", "C", "C", "C", "C", "C", "C", "C", "C", "C", "C", "C", "C", "C", "C", "C", "C", "C", "H", "H", "H", "H", "H", "H", "H", "H", "H", "H", "H", "H", "H", "H", "H", "H", "H", "H", "H", "H", "H", "H", "H"], "positions_angstrom": [[0.05450, -0.13285, 1.19379], [-0.15340, -2.49445, 0.94359], [0.11140, -0.01995, -1.12821], [0.26390, 2.83705, 1.50539], [0.97150, -1.27895, 5.13109], [0.22320, -0.35265, 3.21789], [0.95610, -1.34635, 3.78219], [1.23400, 4.11145, -2.88751], [-2.86850, -0.18605, -3.96891], [1.34750, -1.17575, -1.81231], [-1.02700, 1.51465, 4.29759], [-2.40150, -1.22755, -1.41821], [-0.04350, 0.32635, 6.68489], [-3.57950, -1.53695, -2.09671], [-0.23110, 0.36585, 4.27039], [0.18690, 1.67925, 1.38469], [1.77110, 1.77515, -2.56461], [2.53550, -1.35665, -1.09001], [-0.83070, 1.48875, 6.74219], [1.15930, -1.86135, -3.01641], [-1.44440, -0.39685, -2.01651], [-1.32110, 2.07885, 5.55529], [-3.81620, -1.01765, -3.37031], [2.09490, 3.03205, -3.07851], [3.33760, -2.88515, -2.77941], [-0.27960, 2.68375, -1.65981], [2.15260, -2.71575, -3.49561], [-1.68780, 0.12475, -3.29611], [0.23440, -0.20045, 5.42719], [3.52890, -2.20225, -1.57631], [0.58120, 1.59255, -1.85171], [0.04390, 3.93385, -2.17761], [3.02120, 3.16355, -3.63111], [2.44100, 0.93595, -2.72191], [4.10680, -3.55555, -3.15261], [1.99670, -3.25385, -4.42651], [-2.95420, -4.09495, 0.80779], [-0.62860, 4.77215, -2.02081], [0.23400, -1.73905, -3.57081], [-4.31600, -2.18255, -1.62641], [-1.92580, 2.97415, 5.61409], [-1.41050, 1.97185, 3.39969], [-3.04890, 0.22555, -4.95801], [2.65780, -0.84115, -0.14011], [1.48800, 5.08885, -3.28761], [4.44620, -2.33925, -1.01041], [0.34080, -0.13645, 7.58529], [-1.20290, 2.55055, -1.10291], [-4.73770, -1.25625, -3.89411], [-0.95820, 0.78125, -3.76071], [1.48040, -2.10495, 3.21749], [1.46380, -1.92005, 5.79259], [-2.20810, -1.63415, -0.43051], [-1.06050, 1.93365, 7.70179], [-2.32960, -4.49585, 0.76449]], "charge": 2, "homo_ev": [-14.80, -14.80], "energy_ha": -3141.28596, "multiplicity": 5, "largest_force_ev_per_a": 10.58, "gap_ev": [5.841, 5.385], "lumo_ev": [-8.95, -9.41]}

Record 3
{"formula": "C6H25NO6", "method": "wB97M-V/def2-TZVPD", "elements": ["O", "O", "O", "O", "O", "O", "N", "C", "C", "C", "C", "C", "C", "H", "H", "H", "H", "H", "H", "H", "H", "H", "H", "H", "H", "H", "H", "H", "H", "H", "H", "H", "H", "H", "H", "H", "H", "H"], "positions_angstrom": [[-0.14711, -0.87584, -4.32005], [2.48309, 3.47542, 0.48102], [-1.24008, -1.36884, 4.06617], [0.38757, -2.74981, -2.56316], [-2.08694, 1.38732, -3.57119], [-0.91138, 2.39069, 2.93406], [0.92819, 0.92562, 1.39714], [-0.55821, -2.59422, 0.38564], [1.52126, 2.72861, -0.19360], [1.71889, 1.20891, 0.09429], [-1.54946, -0.19466, 0.29110], [-0.24278, -1.02438, 0.29399], [0.70072, -0.61148, 1.46496], [0.43015, -3.22029, 0.12678], [-1.37490, -2.76622, -0.38867], [-0.88357, -2.84905, 1.34411], [1.65807, -1.13943, 1.41635], [0.17127, -0.81276, -0.73901], [-0.45826, -1.88333, 3.87029], [-0.98763, -0.47101, 4.24883], [-1.90996, -0.08006, -0.79927], [-2.20625, -0.55633, 1.08075], [-1.62827, 2.99727, 2.49941], [2.83684, 1.09244, 0.16994], [2.66065, 3.09388, 1.40784], [-1.55945, 0.79570, -4.04363], [-0.40294, -0.62954, -3.39171], [1.54618, 1.14493, 2.24832], [0.84208, -3.51022, -2.61822], [-0.69801, 1.80339, 2.20479], [1.50687, 0.49969, -0.68077], [1.70917, 3.13322, -1.16551], [0.53465, -1.62889, -4.19861], [-0.47080, -2.90124, -3.08219], [0.23799, -0.80422, 2.42118], [0.43454, 2.96985, 0.18246], [-1.40232, 0.80388, 0.64166], [-1.58983, 2.22100, -3.51548]], "charge": 0, "homo_ev": -9.75, "energy_ha": -749.69045, "e_above_lowest_kcal_mol": 84.0, "largest_force_ev_per_a": 5.68, "gap_ev": 9.935, "lumo_ev": 0.19, "smiles": "CC(C)CNCCO.O.O.O.O.O"}

Record 4
{"formula": "C8H11N", "method": "wB97M-V/def2-TZVPD", "elements": ["N", "C", "C", "C", "C", "C", "C", "C", "C", "H", "H", "H", "H", "H", "H", "H", "H", "H", "H", "H"], "positions_angstrom": [[-2.13518, -0.60320, -0.71649], [-0.24778, 0.48821, 1.73382], [-2.62186, -1.65086, -0.87505], [-0.27244, 0.96045, 0.28009], [0.85025, -2.16001, -0.47366], [-1.58512, 0.76297, -0.67595], [1.51245, -1.11352, 0.57840], [0.45440, 2.21728, -0.12799], [0.48832, -0.16309, 0.87815], [0.20830, 2.53064, -1.10454], [-0.60089, 0.66951, 2.69454], [0.09122, -1.59333, -1.09139], [1.60824, -1.60467, 1.54794], [-2.41868, 1.39841, -0.24276], [0.22142, -2.96488, -0.09680], [-1.21781, 0.96105, -1.69310], [2.32492, -0.71820, 0.13104], [1.59945, -2.64779, -1.05429], [1.55423, 2.08605, -0.12261], [0.18658, 3.14499, 0.43065]], "charge": 0, "homo_ev": -9.39, "energy_ha": -366.02383, "e_above_lowest_kcal_mol": 71.7, "largest_force_ev_per_a": 5.91, "gap_ev": 10.192, "lumo_ev": 0.81}

Record 5
{"formula": "C35H35GeN10O2Se2Y", "method": "wB97M-V/def2-TZVPD", "elements": ["Y", "Se", "Se", "Ge", "O", "O", "N", "N", "N", "N", "N", "N", "N", "N", "N", "N", "C", "C", "C", "C", "C", "C", "C", "C", "C", "C", "C", "C", "C", "C", "C", "C", "C", "C", "C", "C", "C", "C", "C", "C", "C", "C", "C", "C", "C", "C", "C", "C", "C", "C", "C", "H", "H", "H", "H", "H", "H", "H", "H", "H", "H", "H", "H", "H", "H", "H", "H", "H", "H", "H", "H", "H", "H", "H", "H", "H", "H", "H", "H", "H", "H", "H", "H", "H", "H", "H"], "positions_angstrom": [[-0.11728, 0.14632, -0.23226], [2.49464, 0.70795, -1.75776], [-4.14110, -6.73720, 0.01910], [3.04836, -1.08625, -4.60562], [-0.02871, 2.61268, -0.55112], [-2.04106, 0.30360, -3.85150], [0.04817, 1.68399, 2.69535], [1.66799, 0.41840, 1.50826], [-0.83479, 1.22057, 1.72754], [3.83802, 0.37584, 2.37390], [-3.48557, -5.70588, 1.31380], [-0.51754, -1.92597, -1.38328], [-3.37564, -5.81160, -1.29570], [-0.64971, -1.79211, 1.31570], [-2.66394, 0.24334, 0.00469], [-0.90336, 1.21801, -2.07208], [4.54232, 1.62382, 4.33588], [-2.03259, 1.61144, 1.87438], [-2.77097, -4.78989, 0.71624], [1.26032, 1.27497, 2.54454], [-1.36453, 3.52911, -2.42924], [-1.32418, -2.79769, 0.72064], [-1.33110, -2.64551, 3.44186], [-5.29139, 1.11574, 0.09829], [2.27193, 2.27557, -2.87258], [-1.07923, -2.91065, -3.48743], [3.55081, 1.25281, 3.43611], [-3.06116, 1.14024, 0.92616], [-3.56030, -0.21001, -0.86825], [-4.88834, 0.19674, -0.85107], [-0.65474, -1.73039, 2.64311], [-2.04773, -3.73571, 1.43962], [-1.92614, -3.85288, -1.45733], [2.25181, 1.71660, 3.53765], [-1.66882, 1.27299, -3.23536], [-2.04480, -3.65132, 2.83213], [4.58617, -1.12402, -5.77126], [-0.42859, -1.96178, -2.70560], [2.91859, 0.02810, 1.49430], [-2.71078, -4.84812, -0.71555], [-1.26319, -2.86618, -0.75278], [-0.70468, 2.46130, -1.59477], [-1.83520, -3.86306, -2.85529], [4.20777, 2.48608, 5.35879], [1.93339, 2.58920, 4.58262], [2.51382, -2.91169, -4.21412], [-1.94964, 2.72685, -3.59556], [2.90234, 2.97020, 5.48406], [1.66477, 0.02140, -5.40592], [-4.35705, 1.59906, 1.00809], [3.68423, -0.29641, -2.92418], [-1.47866, 2.94384, -4.55388], [-0.10714, -0.91252, 3.09295], [4.32577, -1.61221, -6.71187], [1.66030, 2.03696, -3.73844], [2.05236, -3.37519, -5.08921], [-2.11926, 4.03369, -1.82401], [4.96638, 2.78957, 6.06810], [-2.60073, -4.38391, 3.40446], [0.83269, 0.26730, -4.74806], [1.82281, -2.99183, -3.37713], [-5.57887, -0.20211, -1.58080], [-3.20156, -0.90138, -1.62182], [4.77415, 0.01576, 2.26337], [3.26607, 2.59257, -3.17386], [1.25954, -0.48708, -6.28339], [-0.63478, 4.28705, -2.71309], [5.55305, 1.24582, 4.23287], [-0.98347, -2.87427, -4.56344], [0.17904, -1.20026, -3.15932], [1.81368, 3.05144, -2.26705], [2.11375, 0.95608, -5.74838], [-2.29582, 2.26530, 2.70161], [4.13157, -1.07657, -2.30568], [-4.62944, 2.31833, 1.76973], [0.92078, 2.95810, 4.66159], [3.25341, -0.63967, 0.71119], [-3.02076, 2.86004, -3.73358], [2.65408, 3.64793, 6.28988], [4.92998, -0.11354, -5.99473], [-6.31711, 1.45919, 0.13462], [5.40394, -1.68172, -5.31391], [-2.36850, -4.62735, -3.40780], [4.48160, 0.41585, -3.14016], [3.41044, -3.48436, -3.96856], [-1.29483, -2.54915, 4.51843]], "charge": 2, "homo_ev": -13.38, "energy_ha": -8970.69084, "e_above_lowest_kcal_mol": 5.2, "largest_force_ev_per_a": 1.00, "gap_ev": 7.643, "lumo_ev": -5.74}

Record 6
{"formula": "C4H2S5", "method": "wB97M-V/def2-TZVPD", "elements": ["S", "S", "S", "S", "S", "C", "C", "C", "C", "H", "H"], "positions_angstrom": [[1.83557, 1.72359, 0.32913], [-2.04780, -0.19532, 0.92113], [1.02781, -1.85677, -1.69688], [1.95075, 0.00975, 1.65179], [-2.04740, -1.68406, -1.64997], [0.49036, -0.56159, 1.66376], [-0.50730, -1.92551, -1.67140], [-0.43038, 0.19555, 0.96759], [0.10706, 1.32008, 0.10920], [-0.45656, 2.26391, 0.30423], [0.07786, 0.71035, -0.92859]], "charge": 0, "homo_ev": [-8.72, -8.72], "energy_ha": -2144.43022, "e_above_lowest_kcal_mol": 66.8, "largest_force_ev_per_a": 3.42, "gap_ev": [6.619, 6.618], "lumo_ev": [-2.10, -2.10]}

Record 7
{"formula": "C3H7NOS", "method": "wB97M-V/def2-TZVPD", "elements": ["S", "O", "N", "C", "C", "C", "H", "H", "H", "H", "H", "H", "H"], "positions_angstrom": [[-1.27574, 0.63181, 2.36692], [2.47068, -0.53849, 1.59835], [1.12335, -0.40767, 1.98731], [0.06141, -0.03857, -1.22328], [0.37850, 0.64973, 1.66248], [-0.91180, -0.39875, -2.06292], [2.83776, 0.30629, 1.12990], [1.03063, -1.25590, 2.52427], [-0.09404, 0.02773, -0.12173], [-1.43650, 1.96719, 1.97948], [-2.01623, -0.53986, -1.97111], [-0.79677, -0.73025, -3.08520], [1.06002, -0.19685, -1.68113]], "charge": 0, "homo_ev": -9.06, "energy_ha": -646.49652, "e_above_lowest_kcal_mol": 135.2, "largest_force_ev_per_a": 2.81, "gap_ev": 9.835, "lumo_ev": 0.78}

Record 8
{"formula": "C5H11NO", "method": "wB97M-V/def2-TZVPD", "elements": ["O", "N", "C", "C", "C", "C", "C", "H", "H", "H", "H", "H", "H", "H", "H", "H", "H", "H"], "positions_angstrom": [[1.69797, 1.28937, 0.56553], [0.47990, -0.57284, 0.79622], [-0.61221, 0.31540, 1.22437], [1.62690, 0.08211, 0.38564], [2.81521, -0.46240, -0.41625], [-1.45056, 0.81135, 0.03968], [-2.34802, -0.26086, -0.57132], [3.72464, -0.29429, 0.17237], [-2.06481, 1.65777, 0.37461], [-1.25114, -0.18580, 1.96072], [-0.76460, 1.21322, -0.71582], [2.81550, -1.47400, -0.82467], [-0.14469, 1.17277, 1.71054], [0.38638, -1.56418, 0.97020], [-2.92053, 0.13192, -1.41882], [-3.06683, -0.63842, 0.16673], [2.89330, 0.24872, -1.24895], [-1.75750, -1.11000, -0.93378]], "charge": 0, "homo_ev": -9.56, "energy_ha": -327.11275, "e_above_lowest_kcal_mol": 11.7, "largest_force_ev_per_a": 0.61, "gap_ev": 10.498, "lumo_ev": 0.94, "smiles": "CCCNC(C)=O"}